one:
16
Properties=species:S:1:pos:R:3:lowdin_charge:R:1 method="wB97M-V/def2-TZVPD" orbital_gap_ev=9.54 homo_ev=-8.469 smiles="C=C1[C@H]2C=C[C@@H]1C=C2"
C -2.0262 -0.4424 0.9627 0.06
C -0.9105 -0.0956 0.3019 -0.26
C 0.3551 0.5291 0.9420 -0.21
C 1.2412 -0.7627 0.6993 -0.02
C 0.8362 -1.2778 -0.4683 -0.07
C -0.2789 -0.4441 -1.0435 -0.23
C 0.2691 0.9557 -1.3351 -0.04
C 0.5685 1.5729 -0.1425 -0.04
H -2.2727 -0.1599 2.0102 0.07
H -2.8397 -0.9773 0.4875 0.05
H 0.4270 0.9188 2.0045 0.15
H 2.1364 -1.0255 1.2729 0.10
H 1.4185 -1.9120 -1.1761 0.12
H -0.7575 -0.9784 -1.8202 0.12
H 0.7035 1.3115 -2.2742 0.10
H 0.8577 2.6126 -0.0036 0.10

***

two:
16
Properties=species:S:1:pos:R:3:lowdin_charge:R:1 method="wB97M-V/def2-TZVPD" orbital_gap_ev=10.10 homo_ev=-9.052 smiles="C=Cc1ccccc1"
C -1.4662 0.7508 -0.8384 -0.19
C -1.8285 1.9996 -0.8397 0.00
C -0.3125 -0.1768 1.1883 -0.05
C -0.3060 0.1858 -0.1348 -0.27
C 0.7107 -0.2522 -1.0425 -0.04
C 1.7350 -0.9974 -0.4661 -0.09
C 1.7406 -1.3660 0.9286 -0.08
C 0.6740 -1.0148 1.7501 -0.08
H -2.0471 0.0723 -1.4549 0.11
H -2.6680 2.3545 -1.4245 0.05
H -1.4016 2.9055 -0.2690 0.10
H -1.2030 0.0031 1.8093 0.12
H 0.6900 0.1487 -2.1549 0.15
H 2.6495 -1.2138 -1.0359 0.10
H 2.5613 -1.9407 1.2918 0.08
H 0.4719 -1.4586 2.6925 0.09

***

The winner here is two, beating the second structure by 0.0750 hartree.

***

one:
111
Properties=species:S:1:pos:R:3:lowdin_charge:R:1 method="wB97M-V/def2-TZVPD" orbital_gap_ev=6.95 homo_ev=-7.767
Zr -0.1070 -1.6064 0.1519 0.23
Se 1.8720 -3.0476 -1.0410 0.00
Se 0.1460 -3.1950 -2.5797 0.07
Se -1.8608 -3.2209 -1.1453 0.08
Se -1.0179 -4.1106 0.7716 0.11
C 4.1366 -0.1184 1.0270 -0.35
C 4.1870 -0.5483 2.4910 -0.37
C 3.7277 -1.9839 2.7489 -0.35
Sb 1.6437 -2.4949 2.5152 1.40
C 1.9041 -4.5575 2.9762 -0.38
C 1.9781 -5.5013 1.9541 -0.17
C 2.1877 -6.8410 2.2561 -0.08
C 2.3229 -7.2451 3.5758 -0.08
C 2.2534 -6.3077 4.5981 -0.08
C 2.0452 -4.9680 4.3001 -0.12
C 0.9360 -1.8692 4.4266 -0.39
C 1.6276 -0.9460 5.2043 -0.13
C 1.1028 -0.5111 6.4170 -0.08
C -0.1138 -1.0028 6.8639 -0.08
C -0.8029 -1.9385 6.1013 -0.07
C -0.2815 -2.3652 4.8901 -0.14
Sb 2.2019 0.4008 0.2450 1.37
C 2.9267 1.1006 -1.6174 -0.38
C 2.5225 0.5048 -2.8089 -0.15
C 2.9939 0.9860 -4.0226 -0.08
C 3.8668 2.0673 -4.0512 -0.08
C 4.2866 2.6525 -2.8656 -0.08
C 3.8253 2.1626 -1.6504 -0.14
C 1.8004 2.1781 1.3404 -0.36
C 1.7682 3.4588 0.7980 -0.11
C 1.4106 4.5424 1.5916 -0.07
C 1.0882 4.3588 2.9286 -0.08
C 1.1125 3.0833 3.4765 -0.08
C 1.4566 2.0005 2.6814 -0.15
H 4.5246 -0.9049 0.3738 0.06
H 4.7597 0.7628 0.8676 0.06
H 3.6299 0.1627 3.1086 0.07
H 5.2259 -0.4748 2.8309 0.11
H 3.9670 -2.2855 3.7710 0.06
H 4.2658 -2.6710 2.0907 0.06
H 1.8702 -5.1963 0.9201 0.02
H 2.2402 -7.5678 1.4551 0.11
H 2.4807 -8.2906 3.8088 0.10
H 2.3601 -6.6182 5.6301 0.10
H 1.9876 -4.2461 5.1065 0.09
H 2.5867 -0.5578 4.8810 0.08
H 1.6511 0.2096 7.0115 0.10
H -0.5246 -0.6629 7.8059 0.10
H -1.7508 -2.3314 6.4467 0.11
H -0.8305 -3.0950 4.3042 0.10
H 1.8312 -0.3288 -2.7912 0.05
H 2.6775 0.5231 -4.9486 0.10
H 4.2225 2.4495 -5.0001 0.11
H 4.9699 3.4923 -2.8838 0.11
H 4.1594 2.6287 -0.7292 0.10
H 1.9975 3.6194 -0.2492 0.08
H 1.3782 5.5339 1.1571 0.11
H 0.8069 5.2070 3.5398 0.10
H 0.8459 2.9253 4.5147 0.11
H 1.4349 1.0067 3.1181 0.06
C -3.8747 -0.1505 0.5637 -0.19
Si -2.6382 0.3812 1.8741 0.39
C -2.1215 2.1745 1.6588 -0.17
C -3.5038 0.2330 3.5404 -0.19
C -1.1300 -0.7310 1.9696 -0.48
H -4.7534 0.5019 0.5768 0.03
H -4.2203 -1.1703 0.7587 0.03
H -3.4435 -0.1265 -0.4391 -0.02
H -2.9044 2.7714 1.1788 0.02
H -1.2139 2.2749 1.0606 0.00
H -1.9281 2.6133 2.6422 0.03
H -4.3368 0.9363 3.6332 0.03
H -2.7952 0.4411 4.3480 0.02
H -3.9005 -0.7749 3.6933 0.03
H -1.4286 -1.5959 2.5694 -0.04
H -0.4594 -0.1532 2.6192 -0.02
F -2.0862 1.7759 -5.9382 0.10
C -1.0917 2.5230 -5.4264 -0.23
C -0.6927 2.3024 -4.1161 -0.11
C 0.3103 3.1248 -3.6327 -0.23
F 0.7043 3.0624 -2.3678 0.08
C 0.9211 4.0801 -4.4274 -0.14
F 1.8868 4.8548 -3.9334 0.13
C 0.5162 4.2444 -5.7371 -0.13
F 1.0969 5.1608 -6.5016 0.14
C -0.5081 3.4652 -6.2470 -0.14
F -0.9110 3.6311 -7.5050 0.13
Ge -1.6703 0.8878 -3.1480 0.75
S -0.6539 0.4432 -1.2741 0.23
C -1.8516 -0.6954 -4.2897 -0.16
C -1.0178 -1.0307 -5.3385 -0.24
F -0.0191 -0.2187 -5.7079 0.10
C -1.1505 -2.2241 -6.0278 -0.15
F -0.3268 -2.5239 -7.0280 0.13
C -2.1469 -3.1128 -5.6695 -0.14
F -2.2810 -4.2558 -6.3257 0.15
C -2.9995 -2.8113 -4.6210 -0.17
F -3.9517 -3.6683 -4.2653 0.13
C -2.8252 -1.6178 -3.9536 -0.30
F -3.6288 -1.3551 -2.9130 0.05
C -3.4184 1.7283 -2.8396 -0.12
C -4.6388 1.4154 -3.4151 -0.21
F -4.7276 0.5061 -4.3893 0.11
C -5.8044 2.0606 -3.0435 -0.14
F -6.9671 1.7462 -3.6088 0.13
C -5.7568 3.0574 -2.0864 -0.13
F -6.8703 3.6825 -1.7283 0.14
C -4.5502 3.4236 -1.5188 -0.14
F -4.5085 4.4006 -0.6168 0.13
C -3.4055 2.7625 -1.9133 -0.24
F -2.2378 3.1422 -1.3814 0.07

***

two:
111
Properties=species:S:1:pos:R:3:lowdin_charge:R:1 method="wB97M-V/def2-TZVPD" orbital_gap_ev=6.89 homo_ev=-7.916
Zr -1.2506 1.3695 -0.4071 0.19
Se -2.1858 1.1015 -2.8979 0.03
Se -0.6194 2.8181 -2.9603 0.09
Se -0.9955 4.0278 -0.8181 0.12
Se -3.1508 3.3185 -0.3517 0.09
C -2.1037 -2.9856 -1.7912 -0.35
C -3.3507 -3.2471 -0.9681 -0.38
C -4.3871 -2.1485 -1.0796 -0.33
Sb -3.8987 -0.2059 -0.1713 1.38
C -5.8813 0.3668 -0.8724 -0.36
C -6.0294 1.1235 -2.0254 -0.14
C -7.2937 1.3307 -2.5559 -0.08
C -8.4065 0.7819 -1.9417 -0.09
C -8.2600 0.0350 -0.7839 -0.08
C -7.0016 -0.1716 -0.2479 -0.13
C -4.5842 -0.5100 1.8600 -0.39
C -4.6355 -1.7420 2.4900 -0.13
C -5.0369 -1.8255 3.8140 -0.08
C -5.3840 -0.6826 4.5131 -0.08
C -5.3397 0.5512 3.8838 -0.07
C -4.9348 0.6360 2.5641 -0.14
Sb -0.6972 -1.5606 -0.9138 1.39
C 0.6121 -1.8604 -2.6143 -0.36
C 0.9619 -0.7410 -3.3551 -0.19
C 1.7091 -0.8559 -4.5155 -0.07
C 2.1221 -2.1052 -4.9444 -0.08
C 1.7880 -3.2272 -4.2032 -0.08
C 1.0327 -3.1095 -3.0485 -0.13
C -0.1622 -2.9018 0.6903 -0.36
C 0.8224 -3.8710 0.6407 -0.12
C 1.1168 -4.6217 1.7663 -0.07
C 0.4278 -4.4095 2.9487 -0.08
C -0.5851 -3.4671 2.9952 -0.08
C -0.8715 -2.7144 1.8703 -0.16
H -2.3716 -2.6225 -2.7864 0.07
H -1.5353 -3.9103 -1.9023 0.06
H -3.0816 -3.4175 0.0786 0.08
H -3.8106 -4.1702 -1.3308 0.11
H -5.3263 -2.4446 -0.6086 0.06
H -4.5865 -1.9235 -2.1325 0.07
H -5.1571 1.5444 -2.5158 0.05
H -7.4051 1.9161 -3.4565 0.10
H -9.3887 0.9319 -2.3649 0.10
H -9.1255 -0.3929 -0.3000 0.10
H -6.8846 -0.7519 0.6598 0.09
H -4.3787 -2.6394 1.9417 0.09
H -5.0778 -2.7890 4.2989 0.10
H -5.6880 -0.7482 5.5476 0.10
H -5.6180 1.4483 4.4183 0.11
H -4.8934 1.6020 2.0652 0.10
H 0.6540 0.2503 -3.0323 -0.01
H 1.9421 0.0258 -5.0982 0.11
H 2.7013 -2.2077 -5.8511 0.10
H 2.1070 -4.2045 -4.5342 0.10
H 0.7786 -3.9973 -2.4855 0.09
H 1.3684 -4.0403 -0.2731 0.07
H 1.8879 -5.3758 1.7140 0.11
H 0.6821 -4.9734 3.8334 0.10
H -1.1477 -3.3147 3.9051 0.11
H -1.6616 -1.9666 1.9230 0.07
C 0.7019 3.3398 2.1642 -0.23
Si -0.1169 1.7244 2.8277 0.46
C 1.0687 0.2149 2.8217 -0.19
C -0.4863 2.1237 4.6592 -0.19
C -1.6136 1.2129 1.7939 -0.50
H 1.5751 3.5996 2.7592 0.02
H 0.0148 4.1859 2.2334 0.02
H 1.0361 3.2659 1.1271 -0.07
H 2.1058 0.5112 2.7119 0.00
H 0.8480 -0.4900 2.0187 -0.02
H 0.9865 -0.3330 3.7554 0.03
H 0.4436 2.1980 5.2135 0.02
H -1.0816 1.3473 5.1277 0.02
H -1.0149 3.0660 4.7647 0.02
H -2.4847 1.8295 2.0787 -0.03
H -1.8655 0.1769 2.0860 -0.03
F 6.2729 0.9101 -0.5685 0.10
C 5.7249 -0.3156 -0.5820 -0.24
C 4.3481 -0.3919 -0.6121 -0.13
C 3.7723 -1.6423 -0.5836 -0.19
F 2.4309 -1.7416 -0.5351 0.02
C 4.5408 -2.7985 -0.5841 -0.12
F 3.9594 -4.0004 -0.5931 0.12
C 5.9273 -2.6954 -0.5823 -0.12
F 6.6785 -3.7941 -0.5829 0.14
C 6.5315 -1.4405 -0.5720 -0.13
F 7.8595 -1.3321 -0.5595 0.13
Ge 3.3382 1.3248 -0.6435 0.75
S 1.2709 1.0768 -0.4426 0.26
C 3.7288 2.2284 -2.3972 -0.10
C 4.6359 1.7784 -3.3352 -0.21
F 5.2731 0.6184 -3.1292 0.10
C 4.9023 2.4922 -4.4968 -0.13
F 5.8125 2.0491 -5.3660 0.13
C 4.2262 3.6847 -4.7369 -0.12
F 4.5120 4.3956 -5.8248 0.14
C 3.2554 4.1282 -3.8400 -0.13
F 2.5819 5.2530 -4.0763 0.13
C 3.0238 3.3814 -2.6946 -0.26
F 2.0641 3.7620 -1.8269 -0.02
C 4.2268 2.3589 0.8275 -0.11
C 4.4555 3.7186 0.7630 -0.21
F 4.0574 4.3828 -0.3288 0.10
C 5.0904 4.4126 1.7863 -0.13
F 5.3219 5.7218 1.6819 0.13
C 5.4847 3.7213 2.9288 -0.12
F 6.0742 4.3631 3.9354 0.14
C 5.2593 2.3498 3.0227 -0.13
F 5.6410 1.6805 4.1124 0.13
C 4.6398 1.6966 1.9676 -0.23
F 4.4350 0.3691 2.0408 0.09

***

The winner here is one, beating the second structure by 0.0533 hartree.

***

one:
15
Properties=species:S:1:pos:R:3:lowdin_charge:R:1 method="wB97M-V/def2-TZVPD" orbital_gap_ev=10.20 homo_ev=-10.438 smiles=O.O.O.O.O
O 36.5510 52.4300 12.3680 -0.10
H 35.7640 52.4950 11.8430 0.01
H 36.0620 52.6730 13.3060 0.14
O 34.7010 49.7430 10.6630 0.01
H 35.5040 49.5860 11.2370 0.03
H 34.1380 49.4970 11.2440 -0.10
O 35.7540 48.0120 14.3050 0.02
H 34.9270 48.2790 13.9210 0.06
H 35.9530 48.7510 14.8040 0.02
O 37.1740 49.3640 12.1510 -0.11
H 36.7280 48.8840 13.0520 0.13
H 37.2310 50.2810 12.2540 -0.02
O 38.7260 47.1410 11.2660 -0.11
H 38.1970 48.0450 11.4070 0.05
H 39.3370 47.4300 10.6330 -0.02

***

two:
15
Properties=species:S:1:pos:R:3:lowdin_charge:R:1 method="wB97M-V/def2-TZVPD" orbital_gap_ev=10.81 homo_ev=-10.818 smiles=O.O.O.O.O
H 0.0829 -2.0984 0.0612 0.05
H 0.0981 -0.6844 -0.4616 0.04
H 3.3703 -0.8601 0.2875 -0.01
H 3.5543 0.0300 -0.9666 0.08
H 0.9391 0.7503 0.4747 0.09
H 0.0275 1.7908 -0.1284 0.02
H -2.0876 -0.4882 0.8291 0.09
H -1.8485 1.0263 0.3137 -0.02
H -1.8665 -0.4073 -0.8809 0.00
H -3.3100 0.4292 -0.9864 0.11
O 0.2593 -1.2098 0.3713 -0.07
O 3.8800 -0.1451 -0.0282 -0.07
O 0.8470 1.3497 -0.3706 -0.10
O -2.0368 0.5186 1.0882 -0.11
O -2.8194 -0.4494 -0.8785 -0.09

***

three:
15
Properties=species:S:1:pos:R:3:lowdin_charge:R:1 method="wB97M-V/def2-TZVPD" orbital_gap_ev=11.12 homo_ev=-11.014 smiles=O.O.O.O.O
O 0.7591 -2.5638 -1.8265 -0.06
H 0.5661 -1.9908 -1.0925 -0.04
H 1.7021 -2.6958 -1.9525 0.04
O 0.6921 0.8362 -1.1885 -0.04
H -0.1199 0.4132 -1.4455 0.03
H 1.3861 0.1672 -1.1385 0.05
O -1.8029 1.4342 0.8395 0.01
H -1.5529 1.4452 -0.0965 0.06
H -2.4269 0.7932 0.9515 0.01
O 0.7131 1.7152 1.7615 -0.08
H -0.2219 1.8332 1.5085 -0.01
H 1.2801 1.9652 1.0305 0.02
O -0.0949 -1.3828 0.6685 -0.07
H -1.0019 -1.4998 1.0515 0.08
H 0.1221 -0.4698 0.9295 0.01

***

The winner here is three, beating the second structure by 0.0502 hartree.

***

one:
15
Properties=species:S:1:pos:R:3:lowdin_charge:R:1 method="wB97M-V/def2-TZVPD" orbital_gap_ev=12.11 homo_ev=-11.373 smiles=O.O.O.O.O
H 1.0771 -1.8423 0.4067 0.03
H 2.5774 -1.9526 1.0033 0.14
H -0.5871 -1.2669 -1.2728 0.03
H -0.5348 -2.7765 -0.9735 0.02
H -2.6709 0.0247 -1.3787 0.09
H -1.3705 0.9032 -1.1509 -0.01
H -0.1784 2.0268 0.4546 -0.01
H -0.3547 2.9632 -0.8807 0.11
H 1.2784 0.3835 1.4240 0.00
H 0.7156 1.1601 2.6050 0.07
O 1.6799 -1.3428 1.0688 -0.17
O -0.0036 -2.0256 -1.0412 -0.04
O -1.7254 0.1828 -1.6982 -0.10
O -0.8015 2.3171 -0.2203 -0.09
O 0.8984 1.2453 1.6541 -0.06

***

two:
15
Properties=species:S:1:pos:R:3:lowdin_charge:R:1 method="wB97M-V/def2-TZVPD" orbital_gap_ev=11.81 homo_ev=-11.113 smiles=O.O.O.O.O
H 0.0817 -1.3422 -0.4702 0.04
H -1.2273 -2.0465 -0.8900 0.04
H 1.7134 -0.7012 0.4345 0.01
H 2.0511 -2.0029 -0.3240 0.06
H 2.4640 1.1162 1.4949 0.07
H 1.0854 1.2607 0.7199 0.01
H -1.2517 1.4976 0.4700 0.02
H -0.5740 0.4865 1.2487 0.01
H -2.5295 1.1630 -1.8139 0.04
H -1.6497 0.1484 -0.9480 0.01
O -0.7860 -1.2295 -1.0588 -0.09
O 1.4200 -1.6266 0.2761 -0.04
O 1.9993 0.9208 0.6729 -0.06
O -0.5395 1.3951 1.1091 -0.01
O -2.2571 0.9606 -0.9212 -0.10

***

three:
15
Properties=species:S:1:pos:R:3:lowdin_charge:R:1 method="wB97M-V/def2-TZVPD" orbital_gap_ev=10.59 homo_ev=-10.367 smiles=O.O.O.O.O
O -2.4195 -0.0384 -0.3859 0.02
H -3.0346 0.2619 0.2649 0.06
H -2.6485 0.3894 -1.1652 0.03
O 0.1760 -0.4172 0.4612 -0.08
H 0.6406 -0.6909 -0.3157 -0.02
H -0.7106 -0.1690 0.1322 0.02
O 0.4524 0.3114 3.0384 -0.08
H 0.6110 0.0504 2.1147 -0.02
H -0.5097 0.2652 3.0687 0.02
O 0.7196 2.0289 -0.6797 -0.03
H 0.1741 1.5511 -1.2753 0.00
H 0.9241 1.3212 -0.0866 -0.01
O 1.5309 -1.5069 -1.5703 -0.01
H 2.4307 -1.4101 -1.2249 0.08
H 1.6634 -1.9468 -2.3765 0.03

***

The winner here is two, beating the second structure by 0.0081 hartree.